1.
# C29H30As2BeN3O12Se

A structure of composition C29H30As2BeN3O12Se in a non-equilibrium geometry (ωB97M-V with the def2-TZVPD basis set, OMol25).

Structure (XYZ):
```
78
Properties=species:S:1:pos:R:3:mulliken_charge:R:1
Be -0.02118 0.06450 0.13152 -0.2590
O 1.57476 3.77353 0.82108 -0.5430
C 1.11514 2.56696 0.74015 0.4297
O 0.82955 1.99477 -0.31144 -0.5479
C 0.97860 1.79124 1.99438 0.3859
C 1.33162 2.10025 3.29907 -0.8259
C 1.26988 1.07165 4.23732 -0.4000
C 0.92286 -0.21833 3.85504 -0.9165
C 0.56408 -0.42466 2.52912 0.4974
N 0.55832 0.57477 1.66961 0.7764
C 0.25524 -1.71188 1.79421 0.5703
O 0.36608 -2.79782 2.30616 -0.7226
O -0.05378 -1.47259 0.55730 -0.3676
H 1.80985 4.15887 -0.04408 0.5379
H 1.66417 3.09086 3.56564 0.6019
H 1.53104 1.25931 5.26745 0.4717
H 0.95151 -1.04660 4.54569 0.6024
C 1.60142 2.16562 -3.39563 -0.3150
O 2.49567 2.60326 -2.39778 -0.3665
C 3.03269 1.89762 -1.40455 -0.4371
O 3.70773 2.55359 -0.62676 -0.5204
C 2.90805 0.42638 -1.16268 1.1072
C 3.69845 0.00373 -0.16186 -0.1722
As 3.75034 -1.65664 0.85255 0.5787
C 5.59024 -2.14376 0.31206 -1.3398
C 2.77577 -2.87758 -0.34922 1.6234
C 1.72750 -2.49199 -1.07805 -0.2443
As 1.46691 -0.69137 -1.82096 1.7129
C 2.30086 -1.15225 -3.58699 -1.1054
C 0.57797 -3.23911 -1.65182 0.0908
O 0.04859 -2.71699 -2.63521 -0.6173
O 0.02484 -4.33545 -1.19864 -0.4157
C 0.28448 -4.98749 0.04146 -0.5284
C 3.13591 -4.20963 0.17850 -0.4186
O 3.30435 -4.31407 1.37226 -0.5479
O 3.38555 -5.25064 -0.61531 -0.3588
C 3.40279 -5.14079 -2.02587 -0.5296
C 4.37904 0.95719 0.75984 -0.0927
O 3.75285 1.16129 1.78799 -0.4888
O 5.65765 1.26152 0.66941 -0.3475
C 6.30378 1.26776 -0.59186 -0.6134
H 1.14595 3.07956 -3.78050 0.3504
H 0.82027 1.50834 -2.98881 0.0529
H 2.13336 1.67202 -4.21499 0.3045
H 6.29328 -1.49833 0.84017 0.4090
H 5.73245 -2.02296 -0.76482 0.3625
H 5.78902 -3.17810 0.59387 0.4929
H 3.00635 -1.96713 -3.42005 0.2462
H 2.83815 -0.30750 -4.01057 0.4062
H 1.54154 -1.49580 -4.29001 0.3987
H 1.11611 -5.68637 -0.05230 0.2652
H -0.62128 -5.55118 0.26106 0.2862
H 0.46061 -4.27732 0.85104 0.2296
H 2.39599 -5.08242 -2.44948 0.2235
H 3.88714 -6.05186 -2.37698 0.3300
H 3.98586 -4.27263 -2.34508 0.2474
H 6.26636 2.28347 -0.99646 0.2645
H 5.83442 0.58134 -1.30492 0.2426
H 7.34055 0.97320 -0.42285 0.3375
C -5.01499 0.89428 -1.89465 -0.9686
N -3.89073 0.24534 -2.51200 0.2034
C -2.65135 0.11171 -2.00356 -0.0342
Se -2.04225 0.87052 -0.41095 -0.0829
N -1.88555 -0.55055 -2.89056 0.3558
C -2.63979 -0.87522 -3.99329 0.5836
C -2.31254 -1.54471 -5.16057 -0.6038
C -3.32597 -1.71318 -6.08238 -0.6229
C -4.61164 -1.22864 -5.84034 -0.6349
C -4.94020 -0.54692 -4.68393 -0.6629
C -3.92702 -0.36710 -3.75231 0.0864
H -4.71073 1.28392 -0.92360 0.2929
H -5.82943 0.18246 -1.75719 0.3483
H -5.36703 1.71617 -2.51984 0.3550
H -0.95265 -0.91725 -2.71873 -0.7372
H -1.31632 -1.91999 -5.32307 0.4217
H -3.12630 -2.23201 -7.00535 0.4303
H -5.37575 -1.39265 -6.58089 0.3976
H -5.94344 -0.18773 -4.52321 0.4784
```

Properties
- F_max (eV Å⁻¹) = 1.37
- energy (Ha) = -9077.87190
- E_LUMO (eV) = -3.3404
- HOMO (eV) = -10.75
- relative energy (zero: lowest compared OMol25 entry of this formula, charge and spin) (eV) = 0.5022
- net charge = +1
- HOMO-LUMO gap (eV) = 7.41


2.
# C29H30AsIrN4S4Se

A structure of composition C29H30AsIrN4S4Se in a non-equilibrium geometry (ωB97M-V with the def2-TZVPD basis set, OMol25).

Structure (XYZ):
```
70
Properties=species:S:1:pos:R:3:nbo_charge:R:1
Ir 0.15479 -0.24140 -0.16851 0.5111
S 1.12904 -0.74374 -2.34582 -0.3069
S 2.55917 -2.07993 -2.09107 -0.0487
S 3.90016 -1.23121 -0.63508 -0.0836
S 2.82169 0.11013 0.33640 -0.5390
C 0.18408 1.06845 5.32037 -0.2189
C -1.11888 0.61860 5.14256 -0.2123
C -1.56545 0.19866 3.91133 -0.1969
C -0.70884 0.23839 2.79409 0.0864
C 0.61017 0.68973 2.98916 -0.2446
C 1.04556 1.09408 4.23217 -0.1613
N -1.13495 -0.10586 1.54636 -0.2192
N -2.40687 -0.33854 1.34785 -0.1448
C -2.74661 -0.56306 0.07573 0.0602
C -4.08866 -0.75366 -0.29880 -0.1671
C -4.42106 -0.90625 -1.62456 -0.2566
C -3.44255 -0.84142 -2.60719 -0.1505
C -2.10973 -0.65232 -2.25248 -0.2713
C -1.72777 -0.54555 -0.93175 -0.1681
H 0.51277 1.40880 6.29085 0.2167
H -1.79951 0.60329 5.98077 0.2166
H -2.57731 -0.14601 3.76792 0.2366
H 1.28380 0.72806 2.14147 0.2387
H 2.05884 1.45253 4.35318 0.2127
H -4.84228 -0.76456 0.47282 0.2179
H -5.45209 -1.05739 -1.90864 0.2162
H -3.70702 -0.94260 -3.64905 0.2157
H -1.37174 -0.57662 -3.04010 0.2317
C -0.75066 3.35679 -1.80773 -0.9474
As -0.04372 2.45124 -0.21686 1.1600
C -1.29258 3.17435 1.10896 -0.9578
C 1.65591 3.47696 0.03519 -0.7079
C 1.49762 4.84059 0.59763 -0.0644
C 1.49596 5.96479 -0.22203 -0.2097
C 1.36661 7.23132 0.31712 -0.2028
C 1.22746 7.39359 1.68376 -0.2152
C 1.23045 6.28335 2.51077 -0.2209
C 1.36431 5.01856 1.97276 -0.1589
H -0.88128 4.42341 -1.61969 0.2342
H -1.71366 2.91832 -2.06669 0.2445
H -0.07565 3.21767 -2.65331 0.2460
H -1.38282 4.25889 1.03802 0.2449
H -0.99216 2.89619 2.11730 0.2465
H -2.26490 2.72088 0.90844 0.2439
H 2.11687 3.51089 -0.95689 0.2509
H 2.28708 2.86808 0.68718 0.2624
H 1.61928 5.85576 -1.29100 0.2115
H 1.38256 8.09651 -0.33071 0.2159
H 1.13006 8.38236 2.10638 0.2155
H 1.13609 6.40452 3.57985 0.2148
H 1.38202 4.15187 2.62113 0.2029
C 0.62087 -4.09332 4.55249 -0.4132
N 1.61985 -3.17746 4.07997 -0.3647
C 1.62999 -2.54418 2.87640 0.2705
Se 0.45422 -2.80623 1.50824 -0.1069
N 2.74466 -1.78238 2.81654 -0.5715
C 3.47036 -1.92964 3.96753 0.1872
C 4.69675 -1.41848 4.35013 -0.2413
C 5.19756 -1.83342 5.57214 -0.2092
C 4.48877 -2.71175 6.38662 -0.2172
C 3.25736 -3.22302 6.00998 -0.2258
C 2.75617 -2.82801 4.77887 0.0984
H -0.28901 -3.95973 3.97020 0.2482
H 0.40834 -3.89511 5.60406 0.2116
H 0.96115 -5.12639 4.44325 0.2126
H 2.93506 -1.11910 2.06212 0.4531
H 5.24024 -0.74423 3.71027 0.2318
H 6.15963 -1.47431 5.90161 0.2188
H 4.91539 -3.01064 7.33225 0.2177
H 2.71649 -3.90786 6.64298 0.2206
```

Properties
- F_max (eV Å⁻¹) = 3.84
- energy (Ha) = -7676.42131
- E_LUMO (eV) = -1.3493
- HOMO (eV) = -6.17
- relative energy (zero: lowest compared OMol25 entry of this formula, charge and spin) (eV) = 3.2456
- HOMO-LUMO gap (eV) = 4.82


- The highest HOMO-LUMO gap belongs to which entry?
  C29H30As2BeN3O12Se


- HOMO of number 2 (C29H30AsIrN4S4Se)?
  -6.17 eV


- The highest energy belongs to which entry?
  C29H30AsIrN4S4Se